Entry 1:
A structure of composition C14H9Cl5I2O4RuSY, computed with the ωB97M-V functional and the def2-TZVPD basis.

The relative energy (zero: lowest compared OMol25 entry of this formula, charge and spin) comes out at 21.9 kcal/mol. The HOMO-LUMO gap (spin up / spin down) comes out at 7.160 / 4.999 eV.

Structure (ORCA input):
```
! wB97M-V def2-TZVPD RIJCOSX def2/J DEFGRID3
* xyz 4 6
H 2.38602 0.91715 -3.73622
O -2.73877 -2.40992 -1.79363
C 0.08408 0.01990 5.12590
C 1.07839 1.09402 3.21056
O -2.54576 2.55979 -1.32438
C -1.64775 -2.16720 1.95591
H 1.13167 2.11119 -3.37815
C 0.91127 -0.03398 2.39882
O -2.25581 -2.59706 2.80982
S 1.09043 0.29636 -1.25654
H 0.32464 -2.13931 -3.11886
C 0.79679 -1.17120 3.17870
C -1.05552 2.08536 1.71265
H -1.37691 -0.31186 -4.19096
O -1.69083 2.48406 2.61611
Cl -0.60725 0.02681 6.66135
C 1.31951 1.13728 -3.84400
H -1.60112 -0.00661 -2.47032
I 1.33008 -4.06134 -0.65303
H 1.08301 1.21947 -4.91349
C -1.64140 2.09393 -0.78019
H -1.20149 1.34625 -3.56673
Cl 0.08661 -2.72530 5.24490
Y 0.23541 -1.50386 0.40316
C 0.48892 0.05252 -3.16579
C 0.51229 1.18963 4.49421
Cl 0.35432 2.71408 5.28711
C -1.93014 -2.00789 -1.09136
C 0.87460 -1.34279 -3.63930
Ru -0.21302 1.50960 0.19601
C -1.00416 0.28933 -3.34325
C 0.30126 -1.20702 4.47583
H 0.64626 -1.43542 -4.71565
Cl 1.40167 -2.72642 2.46920
Cl 1.87592 2.51742 2.62484
I 1.25450 3.72272 -0.38614
H 1.94230 -1.53969 -3.49709
*
```

Entry 2:
A structure of composition C14H42F2InO7S7, computed with the ωB97M-V functional and the def2-TZVPD basis.

The relative energy (zero: lowest compared OMol25 entry of this formula, charge and spin) comes out at 0.0 kcal/mol. The HOMO-LUMO gap comes out at 5.218 eV.

Structure (ORCA input):
```
! wB97M-V def2-TZVPD RIJCOSX def2/J DEFGRID3
* xyz 1 1
H 16.71619 8.43399 20.20362
H 18.86394 4.46092 22.94759
S 18.87590 8.77000 19.04795
H 18.49056 10.68234 24.94596
H 27.66961 8.91752 19.89154
C 26.75056 8.00495 24.66466
S 26.05397 7.25584 19.23449
H 26.78787 9.09398 24.63788
C 22.98628 10.23288 16.71742
H 25.38551 12.51339 24.10761
S 20.54148 10.19081 23.63605
H 26.72776 7.03378 16.89540
H 19.34404 11.14793 18.99771
H 17.81790 3.44416 21.89228
F 22.09605 6.39479 23.72360
H 24.94610 4.89699 23.47068
H 25.13324 12.01943 19.21582
H 21.96953 9.86812 16.57154
C 26.12100 7.76987 17.42277
H 25.46288 10.58166 18.18198
H 26.34091 5.05504 24.63694
H 25.21655 10.84296 24.61020
H 18.26244 9.48843 23.55143
C 25.92961 10.67436 21.75324
S 19.88967 4.30708 20.85344
H 17.63569 10.91845 18.88053
C 18.52473 10.54435 19.38823
H 18.46806 5.05140 18.94388
H 18.97759 9.01383 25.07010
O 23.00493 9.74950 19.37197
H 28.54973 7.63050 18.90736
H 20.70103 11.99520 21.91786
S 24.28435 11.27862 22.34183
H 18.30164 10.71749 20.44102
H 23.27221 11.01323 16.01215
H 26.32950 7.71428 25.62711
C 18.44190 4.33599 21.95041
O 20.30474 8.46542 19.55300
S 23.13352 10.92195 18.43611
H 20.04863 12.55200 23.54390
H 28.02169 7.39266 20.62016
S 26.12877 7.00031 23.21362
H 18.03901 8.39185 21.39177
H 23.70533 9.45079 16.47367
H 23.79100 11.84850 24.57229
H 27.72845 7.52437 24.69426
O 24.87211 7.68311 22.72300
H 24.69996 5.76087 24.91350
H 25.00349 12.18618 17.48995
C 18.88627 9.84511 24.37101
In 22.56488 7.57829 21.05296
C 24.85990 11.48084 18.30847
H 18.26602 3.28140 19.27549
H 25.71126 10.24685 20.77464
H 26.71905 8.65570 17.20890
C 27.79670 7.85972 19.66135
C 24.72899 11.64483 24.05577
H 26.27303 9.84145 22.36677
O 25.00771 8.16605 19.79795
C 20.03700 11.79583 22.75894
H 19.05159 11.66677 22.31127
O 20.63017 9.14487 22.50086
H 17.87752 5.22826 21.67942
O 23.34352 10.04679 22.39978
C 17.73890 8.10313 20.38446
C 25.47420 5.53339 24.18076
H 26.74390 11.39895 21.75101
H 19.75350 3.93123 18.56242
O 20.50268 5.72717 20.69237
C 18.94987 4.13017 19.27144
H 17.80132 7.02668 20.22490
H 25.12310 7.83324 16.98887
F 23.88683 4.93843 20.66886
*
```

Entry 3:
A structure of composition C29H48InNOP3S, computed with the ωB97M-V functional and the def2-TZVPD basis.

The relative energy (zero: lowest compared OMol25 entry of this formula, charge and spin) comes out at 113.5 kcal/mol. The HOMO-LUMO gap (spin up / spin down) comes out at 3.774 / 4.766 eV.

Structure (ORCA input):
```
! wB97M-V def2-TZVPD RIJCOSX def2/J DEFGRID3
* xyz 3 1
C 0.81579 3.23469 1.96639
N 1.49342 -1.17319 0.63754
C 1.61448 -3.15470 5.05226
H -3.10692 -0.87171 -0.49023
H -4.04487 -1.30615 -5.38819
H -5.29380 -1.74285 -1.25571
H -1.42098 0.25836 3.16974
H 5.75815 1.94641 1.90929
H 6.56363 1.11430 4.13165
H 4.31911 0.52731 0.48765
H -3.59796 1.78938 0.44214
C -2.50907 2.43004 -2.53075
H 2.24463 2.05759 -3.60516
C 2.74928 2.45772 -0.71374
C 1.63763 0.67139 2.81289
H 3.60667 2.55229 -1.38965
H -1.95830 0.06623 0.68671
C 5.46123 0.96200 2.27487
H -0.99575 4.67986 0.10308
C 0.93883 -4.35901 4.83409
H -6.42165 -2.79520 -7.49064
H -7.87811 -2.83973 -5.47384
C 1.27980 1.76575 -3.17362
H -5.75678 -4.48201 -7.04788
H 4.46316 -2.59615 3.46841
H -0.67714 1.64694 4.10212
H 0.60486 3.71299 0.99739
H -5.76172 -1.96699 -3.70093
C 1.89682 -2.89429 2.67696
H -7.21251 -4.52866 -5.03126
P -1.74601 2.62360 -0.88330
H 2.51963 0.68475 2.16045
C 4.15040 -1.07503 1.97220
C -0.93905 4.26545 -0.91548
C 0.70472 -4.80764 3.52724
H 2.18105 3.39560 -0.65268
P 1.76755 1.17689 -1.53792
C -4.80582 -1.57794 -3.36358
C -3.31505 -0.99312 -1.56109
H -1.55595 4.83637 -1.62189
H 1.88317 -0.24604 0.47104
C 4.73838 -1.58637 3.14155
C 2.06442 -2.39353 3.97604
O -1.10725 -0.26825 -2.27665
S 2.70029 -2.12507 1.26133
H 1.89651 3.22019 2.17749
H 2.61554 -1.46037 4.13649
P 0.24108 1.50430 1.96595
H -3.35112 1.72850 -2.43988
In -0.43321 0.19378 -0.32499
H 0.59262 -4.94211 5.68846
C -1.12732 1.32196 3.15349
C -6.40848 -3.63797 -6.78720
C 5.93163 0.48765 3.50099
H -2.80444 3.22977 1.20876
H -2.84497 3.43098 -2.82354
C -2.61274 -0.75797 -3.92827
C -2.33002 -0.69461 -2.54223
H 3.08539 2.13837 0.28448
H 1.02543 -4.39174 1.40986
H 5.97641 -1.21344 4.86292
H 1.38504 -0.38712 2.97424
C -4.54621 -1.45542 -1.99512
H -1.82010 -0.42838 -4.60546
H 0.60399 2.63011 -3.08820
H 0.17451 -5.73879 3.34648
C -3.85135 -1.21714 -4.32221
C 4.61429 0.16951 1.47472
H 3.60534 0.12708 -2.53800
H 1.82186 -2.78918 6.05491
H 0.81172 0.93266 -3.72201
H 0.10033 4.17174 -1.27916
C 5.59458 -0.79927 3.92904
C 2.89428 -0.23693 -1.78754
H 3.42047 -0.48639 -0.85652
C 1.16811 -4.06736 2.43946
H -3.87142 3.43693 -0.25676
H 1.90330 1.21392 3.72769
H -1.76253 2.02855 -3.23568
H 0.23121 3.69275 2.77492
H -1.94800 1.96808 2.80375
H 2.31370 -1.11836 -2.10318
C -3.16118 2.78445 0.26653
C -7.18662 -3.66097 -5.70354
*
```

Entry 4:
A structure of composition C49H58BBiCl2GeIN8O4S3, computed with the ωB97M-V functional and the def2-TZVPD basis.

The relative energy (zero: lowest compared OMol25 entry of this formula, charge and spin) comes out at 32.7 kcal/mol. The HOMO-LUMO gap comes out at 7.296 eV.

Structure (ORCA input):
```
! wB97M-V def2-TZVPD RIJCOSX def2/J DEFGRID3
* xyz 1 1
H -0.21166 3.65176 3.61172
C 3.00266 -1.77784 0.13039
O -1.95825 1.86066 1.28441
C -4.63802 1.32574 -1.22848
C -2.72507 1.46224 2.28711
H 0.39479 6.40067 -1.61552
C 0.29963 5.58650 2.84031
C 1.10490 6.29863 1.96452
H 0.73827 -1.45030 -7.38761
H -4.00188 -0.94401 0.10553
H 2.20456 1.95325 5.89719
S 0.48547 0.49563 -2.65590
C 1.61378 1.60461 3.33275
H -4.05056 -3.65984 -2.46963
O -3.86197 1.83168 2.45375
H 6.34921 -2.32891 0.38112
N -2.40042 -3.33979 -0.42851
C -7.01048 2.65269 -0.65629
N -0.26525 -3.22134 -0.99558
C -0.64665 -4.55409 -0.96445
H 7.05982 -2.09559 1.98071
C -0.13410 5.47217 -1.78818
C 4.94473 -1.67111 1.89579
H 1.82576 -4.74833 0.44709
H -4.53644 -5.16607 -0.51535
C 1.72425 -1.36199 5.54518
H 4.30219 1.05219 5.61386
C 3.37703 -3.53419 1.40294
C 4.68109 -1.86841 3.39180
C -7.01717 1.53924 -1.48415
C 1.13974 -0.84265 2.91685
C 2.41605 0.90839 6.13248
H 3.00055 0.85328 -5.54609
C -4.28240 -1.90693 0.51128
H -0.78422 0.84550 -4.89107
H 0.72209 5.15213 -3.73070
H -4.14889 -4.60099 1.12913
H -0.39061 6.10768 3.49060
N 1.19077 -2.33603 4.80457
H -3.83656 -2.01958 1.49436
C -4.57799 -4.31753 0.16673
C 1.26164 3.50197 2.06995
H 0.16484 -3.03315 1.74965
S 3.02083 -0.24201 -0.64917
H -2.15132 2.25222 -2.46214
Ge -2.97880 3.19943 0.31470
C -4.30643 -2.81023 -1.83396
B 1.20678 -2.97053 -1.49177
O 0.92346 -0.80140 1.62034
C 0.39278 4.20637 2.90863
C 1.88929 -0.07017 5.09991
H 1.76363 1.69675 -4.61347
C -1.34390 -2.49014 -0.62342
H 1.99173 -1.62416 6.56256
N 1.39245 2.09989 2.17172
C 0.10541 -3.16438 2.82442
C 1.36545 -0.58935 -7.15420
C 5.17771 -0.18644 1.64261
H 4.28970 0.40014 1.87556
H 2.10359 -3.98298 -3.72558
C -1.70463 3.80133 -1.03747
N 1.35451 -2.16174 -2.82896
I 3.22541 3.23709 -0.24869
C -4.62905 2.43333 -0.38536
H 1.84236 1.91723 -6.36461
C 1.69804 -2.29389 -5.02819
H -7.93411 3.17207 -0.43794
C 1.02278 0.01085 -5.79027
H -1.13134 0.08755 2.85102
C 1.95412 5.61715 1.10739
H -5.81260 3.96455 0.54569
S -1.44204 -0.79500 -0.36982
C -5.83262 0.87665 -1.77166
H -1.15341 5.53115 0.09950
H 1.56131 -4.05591 -1.83238
H -0.59006 1.17819 -6.61336
C 0.03467 4.78329 -2.98026
C 0.86310 -2.09250 3.55510
H 6.07557 -3.52408 1.65986
C 1.59489 0.21825 3.73978
C -0.69699 3.62977 -3.22117
H -0.59692 3.11597 -4.16746
H -3.14945 4.25544 1.40288
N 2.15319 -2.73964 -0.25230
C -1.00255 4.98499 -0.82410
C 1.03647 -0.95453 -3.38031
Cl -1.52182 1.56607 4.65389
H 3.74850 -1.38601 3.68728
C 1.96476 1.19683 -5.55544
H -5.62837 -4.08502 0.32697
C -3.88015 -3.07188 -0.38665
H -2.55879 -5.49657 -0.52151
H 2.41788 -0.86629 -7.22418
H -5.83652 0.01310 -2.42506
H -3.71286 0.80535 -1.45587
C 2.38630 -3.83715 0.54741
O 3.80514 0.72701 6.37112
Bi 0.72461 0.74264 0.02600
H -0.94628 -3.10995 3.12118
C 1.77582 -2.97331 -3.87925
H -7.95040 1.18720 -1.90400
H 1.92221 0.69252 7.07872
C -1.94198 -4.62707 -0.63333
H 1.17642 0.16971 -7.91092
H 2.59144 6.15679 0.42069
H 1.92922 -2.63161 -6.01911
H 3.83680 -4.13967 2.16087
C 1.98955 4.23343 1.13234
N 1.23363 -1.02911 -4.73410
Cl -3.07012 -0.72881 3.89438
H 1.80194 2.30679 4.14520
H 1.07108 7.37969 1.94326
H 5.98983 0.14205 2.29141
H 0.48187 -4.14430 3.11198
C -0.45156 0.42765 -5.83491
H 5.49618 -1.42177 3.95976
H -1.07709 -0.43553 -6.06885
H 4.62112 -2.92035 3.66756
C -1.56558 3.14139 -2.25691
N 3.77297 -2.23531 1.14930
H -5.38321 -2.64871 -1.88798
H 5.46697 0.00621 0.61338
H 0.03517 -5.34810 -1.20441
H -3.80073 -1.92177 -2.21785
C 6.17981 -2.45939 1.45103
C -2.01626 0.53896 3.28399
C -5.81892 3.09864 -0.10618
H -5.36683 -1.91290 0.62091
*
```

Entry 5:
A structure of composition C3H3NO, computed with the ωB97M-V functional and the def2-TZVPD basis.

The relative energy (zero: lowest compared OMol25 entry of this formula, charge and spin) comes out at 94.0 kcal/mol. The HOMO-LUMO gap comes out at 9.039 eV.

Structure (ORCA input):
```
! wB97M-V def2-TZVPD RIJCOSX def2/J DEFGRID3
* xyz 0 1
H 0.81500 1.06595 -0.83916
N -2.64588 0.35230 -0.43253
C -1.56195 -0.03655 -0.26335
H 1.83448 -0.40750 -0.50238
O 0.62534 0.32860 1.09299
C -0.31839 -0.69182 -0.07127
C 0.89277 0.11184 -0.31855
H 0.39562 -0.60466 1.40186
*
```

Entry 6:
A structure of composition C37H45As2MoN2OS6Si, computed with the ωB97M-V functional and the def2-TZVPD basis.

The HOMO-LUMO gap (spin up / spin down) comes out at 5.525 / 5.592 eV.

Structure (ORCA input):
```
! wB97M-V def2-TZVPD RIJCOSX def2/J DEFGRID3
* xyz -1 1
H 3.94649 -0.33856 0.51132
N -2.07791 -2.66086 -4.01688
H -1.78741 -0.25576 6.97072
H 4.53679 2.77584 5.93882
H 0.63969 -1.88066 3.83842
C 3.50379 -3.63866 -0.06738
H -0.83261 -2.22036 5.80492
S -1.11421 -0.58746 -2.73978
N -3.02681 -2.21286 -1.91878
H -3.24451 -4.61756 -5.39848
C 2.32439 2.39164 -4.31318
C 0.52259 0.25314 3.91712
H -5.55851 -1.30316 -2.31058
C 4.10879 -2.46346 0.34572
C -2.20261 -4.82576 -5.16788
H 2.51999 2.26634 4.61832
Mo -1.25761 0.47564 -0.32788
H 3.58649 1.75094 -5.91668
H -4.30851 -3.27886 -3.13468
C 3.39849 1.64014 4.52132
C -1.77911 -4.08516 -3.90408
S -1.07621 -1.61976 0.57392
H 0.93459 2.49984 1.68192
C 1.65459 -2.37256 -0.91648
H 0.69249 -2.32856 -1.42048
H -1.31831 2.01984 6.13352
H 0.12179 2.34734 4.17642
C 2.29679 1.86794 0.15102
C 5.61929 0.00834 4.33742
C -0.87241 4.13904 -1.14548
C -5.45251 -2.17686 -1.67228
As 1.20989 0.47744 -0.74398
C -3.94541 0.90244 1.59172
C 3.35209 0.23464 -4.41928
C 4.52529 1.92354 5.27082
H 2.09509 2.80254 -0.39228
C 5.64529 1.11324 5.17012
C -0.87461 1.15994 5.64792
H -2.32521 -4.47276 -3.04288
H 4.45399 -1.13036 2.93022
C -2.97031 1.57304 2.24582
H 0.20189 3.96904 -1.14908
H -2.08381 -5.89826 -5.02858
C -3.67411 3.23864 -1.21108
C -1.14451 -0.11696 6.11242
C 2.27829 -3.59256 -0.70768
H -1.46491 -2.19826 -4.67998
H -0.70391 -4.24426 -3.73028
H -4.16451 -3.89436 -1.46228
H 2.64069 2.64904 2.14702
H -6.35851 -2.77676 -1.73848
S -1.39241 1.83834 1.59242
H -3.80191 3.25044 -0.13068
H -2.07961 3.63054 -3.95658
C 2.22699 -1.18786 -0.46248
C 3.13409 1.48404 -4.97228
C -2.15711 -1.90076 -2.86828
H -1.07391 4.98124 -1.80398
O -5.73121 1.68184 4.87822
H 1.80649 -4.50736 -1.04298
H -3.83911 4.25184 -1.57208
Si -1.91241 2.58164 -1.66078
S -3.77231 0.25574 0.02762
H 3.97959 -0.47686 -4.93838
H 1.08589 2.74234 -2.60118
C -5.02021 1.57564 3.91622
C -1.94601 2.61584 -3.59158
C -0.60591 -1.21746 5.46582
C 3.37049 0.55624 3.65112
H 3.97729 -4.59136 0.12682
H 6.53339 1.34704 5.74132
H 3.37019 1.66414 0.02612
C -0.04481 1.34554 4.55382
C -4.22851 -2.99246 -2.08308
H -4.45231 2.60104 -1.62198
C 4.48939 -0.26626 3.58422
As 1.81749 0.21744 2.45432
H 5.07879 -2.49676 0.82362
C 3.47179 -1.24916 0.15352
H -5.33731 -1.82636 -0.65058
H 2.96929 -1.08256 -2.78168
H -2.77261 2.01474 -3.95658
C 1.91409 2.01894 1.62062
S -5.49371 0.75874 2.42392
H -1.59621 -4.52316 -6.01788
H -1.14481 4.42644 -0.13318
C 1.96729 0.80354 -2.52738
H -1.03421 2.21314 -4.02038
S -3.38471 2.22584 3.82522
C 2.77779 -0.10256 -3.20428
C 0.22229 -1.02906 4.37622
C 1.74069 2.04604 -3.10978
H 6.48319 -0.64066 4.27792
H 2.14319 3.37084 -4.73428
H -2.92861 -1.69656 -1.03648
*
```

| no. | F_max (eV Å⁻¹) |
| --- | --- |
| 1 | 9.54 |
| 2 | 2.90 |
| 3 | 2.82 |
| 4 | 0.81 |
| 5 | 1.07 |
| 6 | 4.16 |